Entry from the OMol25 dataset: 3 unconnected molecules or ions with the total composition C16H39BFO11P2 (wB97M-V/def2-TZVPD).

Element x y z (Å)
C: 2.654191 0.347490 3.495173
O: 1.764674 1.436489 3.394897
C: 0.521722 1.153620 4.016332
C: -0.292132 0.061099 3.303977
C: -1.829582 0.200796 3.252308
O: -2.260553 -1.148262 3.208980
B: -1.115230 -2.037626 3.455019
F: -0.455022 -2.483407 2.241914
O: -0.176482 -1.083692 4.123962
H: 2.235080 -0.588760 3.120143
H: 3.043320 0.210513 4.511267
H: 3.514736 0.590825 2.864022
H: -0.049055 2.090971 3.959184
H: 0.619203 0.914253 5.079607
H: 0.163329 -0.009755 2.306334
H: -2.056262 0.626766 2.262969
H: -2.303251 0.760469 4.062888
H: -1.260876 -2.946842 4.252910
O: 4.095965 3.565312 -1.007092
P: 3.486657 4.908784 -1.031058
O: 4.022060 5.700594 0.274356
C: 5.409834 6.013331 0.386482
C: 5.794097 7.200761 -0.478823
O: 1.955627 4.603730 -0.566855
C: 1.364820 3.302992 -0.716825
C: 1.296483 2.590136 0.615177
O: 3.052395 6.229178 -1.856217
C: 1.932234 6.198789 -2.763298
C: 0.794773 6.993460 -2.167617
H: 6.013450 5.136252 0.136045
H: 5.589423 6.248553 1.435089
H: 5.704029 6.957014 -1.539691
H: 6.824913 7.500833 -0.284484
H: 5.134822 8.046189 -0.283174
H: 1.905748 2.709943 -1.453936
H: 0.354432 3.459977 -1.106163
H: 2.278548 2.503570 1.073769
H: 0.875058 1.591358 0.497412
H: 0.671671 3.150004 1.311482
H: 1.631069 5.176738 -2.991554
H: 2.258497 6.662268 -3.696261
H: 0.464416 6.557863 -1.226819
H: -0.050613 7.030937 -2.855849
H: 1.119597 8.011879 -1.949064
O: -2.505403 -7.329029 -1.658804
P: -2.957000 -5.961256 -1.324666
O: -4.490510 -5.831642 -1.840647
C: -5.503213 -6.624649 -1.224558
C: -5.916856 -6.063534 0.124755
O: -2.209232 -5.074608 -2.484762
C: -1.039385 -5.547348 -3.141841
C: -1.378641 -6.034215 -4.535317
O: -3.012072 -4.752091 -0.296087
C: -1.833957 -3.931839 -0.011506
C: -2.030754 -2.565278 -0.613186
H: -5.163180 -7.660630 -1.129117
H: -6.356881 -6.618722 -1.903144
H: -5.101777 -6.138961 0.846719
H: -6.775262 -6.608731 0.521257
H: -6.174671 -5.008661 0.038177
H: -0.548328 -6.329208 -2.563153
H: -0.344868 -4.704514 -3.201968
H: -2.141694 -6.811652 -4.500315
H: -0.492265 -6.428532 -5.036474
H: -1.780963 -5.213894 -5.132243
H: -0.923610 -4.408868 -0.374048
H: -1.749546 -3.840799 1.067243
H: -2.135740 -2.620641 -1.697517
H: -1.186564 -1.923242 -0.367090
H: -2.945446 -2.112851 -0.228624

Forces on atoms 1 to 6 (eV/Å):
C 0.7 0.1 -0.5
O 0.0 -0.3 0.4
C -1.2 0.9 -0.5
C 0.4 0.5 2.5
C 0.7 -0.8 -1.9
O -0.6 -0.2 -0.2

- Total charge: -1
- Gap between HOMO and LUMO: 0.271 hartree

Mulliken population analysis, charges in e, atoms 1 to 2: atom 1 (C): -0.722, atom 2 (O): -0.276

---

Entry from the OMol25 dataset: 9 unconnected molecules or ions with the total composition C30H69Br12N3 (wB97M-V/def2-TZVPD).

Element x y z (Å)
C: -24.580615 2.665362 -3.005649
C: -25.080565 4.042344 -3.031195
N: -24.262151 4.873674 -3.937768
C: -24.822144 6.259522 -4.020045
C: -26.031657 6.368516 -5.027547
C: -22.797572 4.887717 -3.634705
C: -22.445217 5.151708 -2.185718
H: -25.373424 2.087133 -2.534606
H: -23.775406 2.576247 -2.290282
H: -24.217513 2.292012 -3.960226
H: -26.088757 4.027626 -3.431094
H: -25.114084 4.429762 -1.990324
H: -25.081275 6.617941 -3.051516
H: -24.154242 7.000144 -4.398155
H: -26.460934 7.399652 -5.056853
H: -25.728003 6.181116 -6.068103
H: -26.823524 5.705510 -4.733448
H: -22.332840 5.662121 -4.377144
H: -22.398842 3.902520 -4.005374
H: -22.999706 4.385728 -1.569043
H: -22.753347 6.129828 -1.915907
H: -21.369635 5.120358 -2.072463
C: -16.143512 4.817536 -1.292484
C: -15.754852 5.736621 -0.137272
N: -15.964814 5.260167 1.256556
C: -15.864397 6.341355 2.184172
C: -17.025970 7.357533 2.149358
C: -15.205399 4.083580 1.550970
C: -13.651899 4.192579 1.391339
H: -16.151592 5.329433 -2.238286
H: -17.141205 4.457238 -1.071563
H: -15.531111 3.876506 -1.378214
H: -14.688076 6.020468 -0.301027
H: -16.239379 6.735016 -0.285697
H: -15.857425 6.036550 3.259655
H: -14.906644 6.901124 2.038238
H: -18.009136 6.882610 2.432349
H: -16.785083 8.170328 2.866412
H: -17.090960 7.714637 1.114044
H: -15.547619 3.246873 0.924210
H: -15.482645 3.734461 2.516346
H: -13.468018 4.592043 0.374760
H: -13.203437 3.165246 1.562503
H: -13.225738 4.873109 2.149713
C: -21.235650 14.873292 -5.914625
C: -20.592794 14.547057 -4.552367
N: -21.250446 13.493351 -3.809360
C: -22.619967 13.883606 -3.420147
C: -23.616547 12.750893 -3.645017
C: -20.550965 13.065224 -2.601642
C: -19.195943 12.469218 -3.058116
H: -20.595645 15.576792 -6.419794
H: -22.246052 15.282016 -5.885573
H: -21.340994 13.962832 -6.520726
H: -19.638051 14.128947 -4.882070
H: -20.486252 15.519062 -4.051731
H: -22.712616 14.112548 -2.337974
H: -23.005419 14.770946 -3.970203
H: -23.653525 12.552654 -4.672631
H: -23.432078 11.847029 -3.100450
H: -24.633274 13.041367 -3.357816
H: -21.134592 12.340879 -1.994317
H: -20.368479 13.883216 -1.848376
H: -19.456615 11.831603 -3.915360
H: -18.776334 11.864161 -2.299625
H: -18.612460 13.307385 -3.229563
Br: -20.976562 9.988289 4.157187
C: -20.495132 8.117212 4.499797
C: -19.023784 8.091163 4.808459
Br: -18.327439 6.427497 5.327544
H: -20.817447 7.616507 3.638891
H: -21.112974 7.779922 5.332337
H: -18.833766 8.716745 5.692176
H: -18.439166 8.481646 3.980645
Br: -24.550180 7.676865 4.281333
C: -24.324530 8.524513 2.499520
C: -24.462525 7.454753 1.426647
Br: -24.631490 8.415372 -0.250264
H: -23.327513 8.879827 2.441956
H: -25.015855 9.327221 2.339981
H: -25.308575 6.847984 1.491865
H: -23.600539 6.750424 1.397249
Br: -20.503342 5.309567 1.146741
C: -20.151984 3.904746 2.519326
C: -19.211363 2.843985 2.000565
Br: -19.019978 1.532383 3.407347
H: -21.096312 3.463335 2.734611
H: -19.859694 4.289398 3.460394
H: -18.211877 3.218157 1.846619
H: -19.572519 2.324263 1.130480
Br: -16.999236 7.054822 -4.867812
C: -16.355341 8.809116 -5.103412
C: -17.196259 9.708931 -4.246543
Br: -16.680076 9.628646 -2.381702
H: -16.317741 9.127041 -6.170889
H: -15.321402 8.796016 -4.833972
H: -18.242752 9.476483 -4.406905
H: -17.164098 10.763546 -4.532601
Br: -19.605499 11.384828 -7.180012
C: -21.049765 10.458073 -6.333057
C: -22.423537 10.662071 -6.977833
Br: -23.567324 9.347759 -6.157615
H: -21.060738 10.641196 -5.255067
H: -20.802007 9.416926 -6.293293
H: -22.290298 10.511977 -8.056613
H: -22.734613 11.708203 -6.804583
Br: -20.377828 7.702938 -3.253933
C: -20.176583 8.115566 -1.361067
C: -21.052699 9.300543 -1.122663
Br: -21.097620 9.688093 0.847965
H: -19.190817 8.383544 -1.093646
H: -20.527365 7.190425 -0.827130
H: -22.130944 9.119076 -1.325077
H: -20.631220 10.201246 -1.517560

Forces on atoms 1 to 6 (eV/Å):
C 0.3 -1.3 1.1
C 0.5 1.6 -0.8
N 0.1 1.5 0.1
C -1.1 -1.0 -1.6
C 0.6 0.8 0.5
C -0.1 0.1 -2.3

- SMILES string: CCN(CC)CC.CCN(CC)CC.CCN(CC)CC.BrCCBr.BrCCBr.BrCCBr.BrCCBr.BrCCBr.BrCCBr
- Gap between HOMO and LUMO: 0.314 hartree

Mulliken population analysis, charges in e, atoms 1 to 2: atom 1 (C): -1.404, atom 2 (C): -0.170

---

Entry from the OMol25 dataset: a molecular structure, C20H32O7S (wB97M-V/def2-TZVPD).

Element x y z (Å)
C: 4.087796 -0.020051 2.835262
C: 3.713872 -0.959317 1.982792
C: 3.038276 -1.944084 0.874708
C: 1.775265 -1.388547 0.043926
C: 1.777830 0.246810 -0.116942
C: 3.065407 0.564904 -1.079998
C: 4.366197 1.290932 -0.500633
C: 5.552606 1.481569 -1.558513
C: 5.440294 0.983195 -3.061313
C: 4.108622 0.293756 -3.595621
C: 2.921377 0.088918 -2.583346
O: 2.605837 -3.066333 1.750717
S: 3.986154 -4.039131 2.043401
O: 3.979328 -5.398741 1.331923
O: 4.290453 -4.421592 3.470974
O: 5.139406 -3.055080 1.241066
C: 4.298299 -2.598126 0.103540
O: 5.222409 -1.756922 -0.617700
H: 4.110872 0.898904 3.539045
H: 1.817785 -1.880204 -1.008483
H: 0.744536 -1.686555 0.491060
H: 1.888967 0.781487 0.911056
H: 0.789503 0.595698 -0.603680
H: 4.453952 1.617964 0.593647
H: 6.526100 1.968468 -1.192636
H: 6.313081 1.093567 -3.810318
H: 3.992082 -0.081054 -4.681061
H: 1.938602 -0.434449 -2.916314
H: 4.146095 -3.540050 -0.542819
H: 5.066515 -1.847078 -1.596494
C: -4.163501 -0.026771 -1.890654
C: -2.685373 0.093041 -2.218329
O: -1.847530 -0.619224 -1.316010
C: -2.027244 -2.029327 -1.265156
C: -1.737635 -2.722270 -2.584887
H: -4.349392 0.223100 -0.842450
H: -4.751455 0.641795 -2.524797
H: -4.526063 -1.045403 -2.053028
H: -2.395304 1.145196 -2.142452
H: -2.482462 -0.211134 -3.250373
H: -3.031847 -2.273629 -0.902771
H: -1.326221 -2.402179 -0.513067
H: -2.478386 -2.460014 -3.344795
H: -1.755603 -3.807920 -2.458970
H: -0.756513 -2.427159 -2.969490
C: -6.052894 4.091982 1.885637
C: -6.012976 2.780662 2.651235
O: -5.081735 1.845924 2.121629
C: -3.715194 2.238872 2.134112
C: -3.168768 2.478248 3.530510
H: -6.185821 3.911809 0.815428
H: -6.872664 4.719684 2.244633
H: -5.123267 4.654029 2.009412
H: -6.996731 2.307014 2.583519
H: -5.822387 2.949446 3.716097
H: -3.564467 3.116135 1.494863
H: -3.155010 1.419543 1.674728
H: -3.626931 3.356100 3.993825
H: -2.088530 2.642177 3.495742
H: -3.375611 1.621414 4.178621

Forces on atoms 1 to 6 (eV/Å):
C -3.1 -4.5 -4.6
C 0.8 5.9 3.5
C 1.4 0.8 1.7
C -0.5 0.5 -0.2
C 1.4 -0.4 -0.6
C 1.5 0.9 -1.1

- Gap between HOMO and LUMO: 0.334 hartree

Mulliken population analysis, charges in e, atoms 1 to 2: atom 1 (C): -0.699, atom 2 (C): -0.411